The following is a DFT calculation (ωB97M-V/def2-TZVPD) of C23H23Br9N4O4 as an isolated structure in a non-equilibrium geometry.

The geometry in ORCA input format:
```
! RIJCOSX wB97M-V def2-TZVPD def2/J DEFGRID3
* xyz 0 1
N 0.3912 4.1827 -3.4801
C 1.5025 3.3833 -3.2261
C 2.2372 3.8735 -2.2036
C 1.4706 4.8926 -1.7241
C 0.4136 5.1618 -2.5711
H -0.2830 4.1550 -4.2316
H 1.6818 2.5514 -3.8911
H 3.1494 3.5488 -1.7251
H 1.7501 5.3937 -0.8091
H -0.4300 5.8172 -2.4121
N -3.0204 -2.4385 -3.9916
C -3.8651 -2.5453 -5.0621
C -5.1351 -3.0019 -4.5203
C -5.0070 -3.1199 -3.1238
C -3.6941 -2.7405 -2.8090
H -2.0545 -2.1435 -3.9866
H -3.5914 -2.5598 -6.1068
H -5.9405 -3.2529 -5.1947
H -5.8334 -3.3816 -2.4796
H -3.1653 -2.6685 -1.8700
C -1.7749 3.1999 0.1255
Br -2.5875 1.9161 1.4311
Br -2.2659 5.0537 0.4053
Br -2.2648 2.5872 -1.7136
H -0.6918 3.1377 0.2302
C -1.0756 0.5545 -6.7121
Br 0.3417 1.8626 -7.3552
Br -2.7129 0.4739 -7.7903
Br -1.5352 0.7380 -4.7621
H -0.6044 -0.4150 -6.8740
C 0.0233 -0.3673 -1.5486
Br 0.3819 0.5616 0.1365
Br -0.3812 -2.2407 -1.2649
Br 1.5243 0.0269 -2.9607
H -0.8913 0.0672 -1.9520
C 1.9800 0.1082 3.0994
C 2.1474 1.3653 3.7280
C 3.4147 1.7556 4.1644
C 4.4172 0.8368 3.9996
C 4.2538 -0.3418 3.3401
C 3.0178 -0.7184 2.8514
N 5.7027 1.1502 4.6852
O 6.7257 0.4913 4.4516
O 5.7114 2.0184 5.4717
H 0.9614 -0.1747 2.8787
H 1.3090 2.0308 3.8721
H 3.5510 2.6185 4.7994
H 5.1405 -0.9493 3.2344
H 2.8798 -1.5933 2.2335
C -1.0915 -2.0133 2.3443
C 0.0951 -2.6960 2.2214
C 0.5856 -3.3909 3.3411
C -0.2987 -3.4239 4.4695
C -1.4871 -2.6789 4.5458
C -1.8570 -1.8936 3.4201
N 0.2158 -4.0142 5.7129
O 1.1046 -4.8349 5.6183
O -0.2956 -3.6618 6.8081
H -1.5033 -1.5615 1.4540
H 0.5698 -2.8123 1.2583
H 1.4869 -3.9743 3.2242
H -2.0154 -2.5566 5.4797
H -2.7840 -1.3494 3.3161
*
```

Computed properties:
E_LUMO = -1.38 eV
Relative energy (zero: lowest compared OMol25 entry of this formula, charge and spin) = 0.000 eV
Kohn-Sham gap = 6.90 eV
HOMO = -8.278 eV
Energy = -24576.02242 Ha

***

The following is a DFT calculation (ωB97M-V/def2-TZVPD) of C23H23ClN2OPV as an isolated structure in a non-equilibrium geometry.

The geometry in ORCA input format:
```
! RIJCOSX wB97M-V def2-TZVPD def2/J DEFGRID3
* xyz 2 3
V 1.2768 0.2879 1.4511
Cl 2.3642 2.1509 0.8837
C -0.2396 -0.7624 1.8053
O -1.2216 -1.3102 2.1766
P -0.0873 -0.0501 -0.7011
C 0.8101 -1.3420 -1.6289
C -1.8086 -0.4711 -1.0919
C 0.1135 1.5634 -1.5103
C -2.6591 0.4395 -1.7426
C -3.9272 0.0450 -2.1709
C -4.3888 -1.2456 -1.8986
C -3.5642 -2.1475 -1.2160
C -2.2857 -1.7658 -0.8106
H -2.3192 1.4558 -1.9342
H -4.5456 0.7563 -2.7190
H -5.3835 -1.5473 -2.2266
H -3.9203 -3.1558 -1.0020
H -1.6564 -2.4818 -0.2821
C 2.0204 -1.8038 -1.0849
C 2.7810 -2.7330 -1.7904
C 2.3327 -3.2517 -3.0078
C 1.0997 -2.8282 -3.5161
C 0.3316 -1.8812 -2.8345
H 2.3620 -1.4435 -0.1047
H 3.7383 -3.0590 -1.3865
H 2.9421 -3.9765 -3.5550
H 0.7268 -3.2376 -4.4502
H -0.6371 -1.5716 -3.2343
C 0.7247 1.6578 -2.7628
C 0.9209 2.9187 -3.3281
C 0.5481 4.0731 -2.6353
C -0.0526 3.9692 -1.3765
C -0.3141 2.7188 -0.8260
H 1.0411 0.7470 -3.2751
H 1.3739 2.9819 -4.3150
H 0.7258 5.0548 -3.0753
H -0.3087 4.8678 -0.8161
H -0.8134 2.6374 0.1457
H 2.0787 -0.8822 2.2881
H 2.6856 -0.6182 1.7257
C 0.5149 -1.4504 4.8419
C 0.6346 -0.0003 4.5915
N 0.8776 0.7102 3.4904
C 0.8682 2.0658 3.8428
C 0.5799 2.1489 5.1703
N 0.4743 0.8510 5.6345
H 1.4305 -1.8533 5.3046
H -0.3135 -1.5906 5.5521
H 0.2836 -2.0117 3.9342
H 1.1063 2.8272 3.1157
H 0.4215 3.0077 5.7827
H 0.2566 0.5363 6.5724
*
```

Computed properties:
E_LUMO (spin up / spin down) = -8.66 / -9.04 eV
Kohn-Sham gap (spin up / spin down) = 6.20 / 5.78 eV
HOMO (spin up / spin down) = -14.859 / -14.819 eV
<S²> = 2.044
Energy = -2819.95437 Ha

***

The following is a DFT calculation (ωB97M-V/def2-TZVPD) of C23H23CrN as an isolated structure in a non-equilibrium geometry.

The geometry in ORCA input format:
```
! RIJCOSX wB97M-V def2-TZVPD def2/J DEFGRID3
* xyz 0 5
C 1.7300 1.4472 -1.6451
C 1.2098 -1.3031 -2.2888
C 3.0329 1.0575 -1.3230
H 1.2824 2.3685 -1.2421
C 1.8948 -1.6089 -0.9554
H 0.6173 -2.1534 -2.6641
H 3.5947 0.6879 -2.1984
H 1.5909 -2.5771 -0.5199
C 3.5051 0.2053 -0.1503
H 2.9527 0.4247 0.7758
H 4.5684 0.4175 0.0251
C 1.4046 1.1308 -3.1109
H 2.0263 1.7411 -3.7836
H 0.3631 1.3438 -3.3652
C 1.7274 -0.3885 -3.3899
H 2.8069 -0.5183 -3.5720
H 1.2490 -0.6752 -4.3388
C 3.3339 -1.2767 -0.5923
H 4.0260 -1.4944 -1.4246
H 3.6622 -1.9204 0.2337
Cr 0.6780 -0.2963 -0.9134
H 3.3360 2.1408 -1.4106
C -2.9040 0.2989 -3.5364
C -3.8081 0.7843 -2.5855
C -3.4521 0.7731 -1.2356
C -2.1796 0.2794 -0.8415
C -1.2375 -0.0929 -1.8052
C -1.6219 -0.1474 -3.1410
C -1.8221 0.0226 0.5529
C -2.7638 0.0993 1.5997
C -2.4191 -0.3380 2.8551
C -1.1272 -0.8365 3.0957
C -0.7443 -1.3493 4.3601
C 0.5297 -1.8577 4.5626
C 1.4602 -1.8640 3.5044
C 1.1202 -1.3601 2.2532
C -0.1725 -0.8468 2.0151
N -0.5540 -0.4074 0.7681
H -3.1804 0.2697 -4.5917
H -4.7890 1.1577 -2.8882
H -4.1430 1.1374 -0.4752
H -0.9479 -0.5413 -3.9024
H -3.7588 0.4695 1.3782
H -3.1428 -0.3171 3.6708
H -1.4864 -1.3358 5.1630
H 0.8128 -2.2519 5.5390
H 2.4598 -2.2682 3.6623
H 1.8410 -1.3690 1.4280
*
```

Computed properties:
E_LUMO (spin up / spin down) = -0.19 / -1.15 eV
Relative energy (zero: lowest compared OMol25 entry of this formula, charge and spin) = 2.723 eV
Kohn-Sham gap (spin up / spin down) = 5.58 / 6.43 eV
HOMO (spin up / spin down) = -5.777 / -7.573 eV
<S²> = 6.072
Energy = -1989.20531 Ha

***

The following is a DFT calculation (ωB97M-V/def2-TZVPD) of C23H23FN2O3 as an isolated structure in a non-equilibrium geometry.

The geometry in ORCA input format:
```
! RIJCOSX wB97M-V def2-TZVPD def2/J DEFGRID3
* xyz 0 1
C -3.3385 -0.9127 -4.5868
H -3.8487 -1.1167 -5.6434
H -2.3100 -1.2301 -4.7876
H -3.3347 0.2626 -4.5481
C -4.0229 -1.3032 -3.4871
N -3.4212 -1.4160 -2.0491
C -3.3289 -0.1711 -1.3216
H -4.0417 0.4978 -1.9762
C -1.9010 0.6872 -1.8504
N -0.8806 0.2080 -1.1084
C 0.4301 -0.3019 -1.7935
O 0.6973 -0.0990 -2.9875
C 1.2389 -0.3102 -0.6335
C 0.6326 -0.4951 0.5244
C 1.3629 -0.6212 1.7405
O 0.7800 -0.6700 3.0507
C 2.5842 -1.0616 1.6719
C 3.4755 -1.5178 2.7594
C 4.7689 -1.9788 2.3100
C 5.2948 -2.1293 1.2436
C 4.6141 -1.6248 0.0571
C 3.2772 -1.4238 0.3973
O 2.5246 -1.0569 -0.8573
H 4.9021 -1.8855 -0.7969
H 6.4919 -2.3450 0.7776
H 5.3506 -2.2121 3.2452
H 3.0029 -1.2846 3.7329
C -0.7172 0.0080 0.2152
C -0.9077 1.4338 1.1255
C -1.6970 1.5936 2.2209
C -1.6901 2.7783 2.6942
C -1.0581 4.0278 2.1509
C -0.4386 3.7860 1.0013
C -0.3125 2.7034 0.4896
H 0.2702 2.5369 -0.4334
H 0.0580 4.5216 0.4958
F -1.1906 5.2383 2.6628
H -2.3999 2.7774 3.8771
H -2.0567 0.6901 2.6234
H -1.4029 -0.7356 0.8197
H -2.3582 1.6546 -1.3961
H -1.7106 0.4317 -2.6687
H -3.3445 -0.2706 -0.3642
C -2.6295 -2.4657 -1.5844
C -1.2932 -2.9703 -2.6118
H -0.9861 -3.6582 -2.1494
H -1.9070 -3.3078 -3.4956
H -0.9640 -2.0136 -2.7789
H -2.1919 -2.3238 -0.8343
H -3.1669 -3.5236 -1.5288
H -4.1276 -2.6080 -3.7606
H -5.0034 -1.0948 -3.4761
*
```

Computed properties:
E_LUMO = -1.91 eV
Relative energy (zero: lowest compared OMol25 entry of this formula, charge and spin) = 21.824 eV
Kohn-Sham gap = 5.49 eV
HOMO = -7.394 eV
Energy = -1324.56229 Ha